Record 1
# C36H67BBr22O3P

12 unconnected molecules or ions with the total composition C36H67BBr22O3P at a distorted geometry (ωB97M-V/def2-TZVPD, the OMol25 dataset).

Structure (XYZ):
```
130
Properties=species:S:1:pos:R:3:mulliken_charge:R:1
C 2.46 -1.80 1.95 -0.36
C 1.28 -0.82 1.90 -0.19
O 1.66 0.54 1.80 -0.25
C 1.07 1.18 0.65 1.09
P 2.20 1.13 -0.86 -0.24
C 2.79 -0.61 -1.04 -0.71
C 1.65 -1.49 -1.57 0.17
C 3.75 2.03 -0.42 -0.46
C 4.00 3.20 -1.36 -1.32
C 0.92 2.69 0.97 -0.90
O 0.15 3.13 -0.12 -0.47
B -0.90 2.10 -0.19 0.66
C -1.45 1.72 -1.67 0.13
C -1.59 0.39 -2.08 -0.68
C -2.09 0.05 -3.34 0.33
C -2.50 1.03 -4.24 -0.16
C -2.37 2.37 -3.85 -0.72
C -1.86 2.69 -2.60 -0.75
O -0.22 0.83 0.42 -0.49
H 3.39 -1.32 2.23 0.23
H 2.55 -2.28 0.98 -0.65
H 2.19 -2.59 2.64 0.44
H 0.65 -1.10 1.06 0.15
H 0.72 -0.94 2.82 0.58
H 3.59 -0.54 -1.78 0.39
H 3.25 -1.02 -0.15 0.47
H 1.77 -2.51 -1.23 -0.27
H 0.71 -1.08 -1.20 -0.39
H 1.62 -1.46 -2.65 0.24
H 4.58 1.32 -0.49 0.50
H 3.76 2.39 0.60 0.27
H 4.97 3.64 -1.14 0.43
H 4.01 2.89 -2.40 0.35
H 3.26 3.98 -1.21 0.25
H 0.33 2.78 1.89 0.24
H 1.83 3.27 1.13 0.00
H -1.85 2.29 0.58 -0.33
H -1.31 -0.41 -1.42 0.18
H -2.18 -0.99 -3.60 -0.04
H -2.91 0.76 -5.20 0.41
H -2.68 3.14 -4.54 0.36
H -1.77 3.74 -2.35 0.37
Br -0.54 -3.30 -4.48 -0.02
C -1.80 -2.70 -5.83 -0.79
C -3.22 -2.76 -5.33 0.10
Br -3.92 -4.58 -5.32 -0.16
H -1.64 -3.30 -6.71 0.55
H -1.53 -1.67 -6.03 0.33
H -3.88 -2.21 -5.99 -0.22
H -3.32 -2.38 -4.32 0.36
Br 3.52 -4.92 1.11 -0.06
C 3.47 -6.65 2.01 -0.59
C 2.06 -7.13 2.24 -0.08
Br 1.22 -6.19 3.72 -0.16
H 4.02 -6.55 2.93 0.32
H 3.99 -7.34 1.34 0.38
H 2.04 -8.18 2.52 0.38
H 1.42 -6.98 1.37 -0.18
Br -2.50 4.68 1.39 -0.04
C -2.37 6.19 2.61 -0.14
C -1.26 7.14 2.26 -0.66
Br 0.49 6.46 2.75 -0.10
H -2.27 5.77 3.61 -0.15
H -3.33 6.71 2.54 0.36
H -1.37 8.07 2.82 0.30
H -1.23 7.36 1.20 0.45
Br -7.24 -2.93 -7.28 -0.12
C -7.42 -1.05 -7.76 -0.53
C -6.25 -0.25 -7.27 -0.67
Br -6.31 0.06 -5.35 -0.09
H -8.36 -0.71 -7.34 0.37
H -7.47 -1.02 -8.84 0.36
H -6.25 0.74 -7.73 0.41
H -5.30 -0.74 -7.47 0.31
Br -3.54 5.23 6.35 -0.16
C -1.65 5.58 6.67 -0.64
C -1.43 6.95 7.25 -0.09
Br -1.63 8.33 5.90 -0.15
H -1.14 5.45 5.72 0.22
H -1.33 4.82 7.36 0.42
H -0.41 7.05 7.62 -0.01
H -2.13 7.19 8.04 0.41
Br 3.69 5.21 3.68 -0.16
C 3.92 3.63 4.78 -0.66
C 2.60 3.02 5.15 -0.17
Br 1.73 4.05 6.56 -0.14
H 4.49 3.93 5.65 0.44
H 4.50 2.94 4.17 0.35
H 2.75 2.02 5.57 0.38
H 1.91 2.96 4.32 -0.04
Br 4.18 -4.36 4.89 -0.12
C 5.86 -3.82 4.07 -0.55
C 6.72 -3.02 5.01 -0.67
Br 6.07 -1.20 5.21 -0.14
H 5.60 -3.28 3.16 0.34
H 6.36 -4.75 3.80 0.35
H 7.73 -2.93 4.61 0.39
H 6.76 -3.45 6.00 0.37
Br -0.76 -9.02 -0.49 -0.17
C -1.64 -7.28 -0.35 -0.63
C -1.16 -6.32 -1.40 -0.69
Br 0.61 -5.63 -0.97 -0.03
H -1.46 -6.93 0.66 0.35
H -2.70 -7.49 -0.48 0.41
H -1.81 -5.45 -1.43 0.36
H -1.09 -6.76 -2.38 0.37
Br -6.76 -7.64 -5.62 -0.12
C -7.95 -6.92 -6.98 -0.17
C -9.38 -6.87 -6.52 -0.57
Br -10.20 -8.64 -6.53 -0.17
H -7.81 -7.53 -7.87 0.39
H -7.59 -5.91 -7.18 -0.15
H -9.97 -6.27 -7.19 0.35
H -9.47 -6.49 -5.51 0.39
Br 3.36 -4.17 -6.64 -0.19
C 3.23 -2.76 -5.31 -0.25
C 4.05 -3.06 -4.09 -0.30
Br 3.21 -4.39 -2.95 -0.04
H 2.17 -2.64 -5.08 -0.05
H 3.60 -1.86 -5.80 0.43
H 4.13 -2.17 -3.47 -0.05
H 5.04 -3.43 -4.33 0.45
Br 2.24 9.27 5.92 -0.07
C 1.63 10.34 7.41 -0.58
C 2.35 10.00 8.68 -0.57
Br 1.72 8.31 9.44 -0.13
H 0.55 10.18 7.48 0.30
H 1.82 11.37 7.13 0.36
H 2.15 10.74 9.45 0.34
H 3.42 9.89 8.54 0.37
```

As for the calculated total energy: -1595465.4303 eV. The value obtained for the gap between HOMO and LUMO is 6.0128 eV. The HOMO energy is -4.5 eV. Its lowest unoccupied orbital energy is 1.52 eV. Its charge is -1.

Record 2
# C29H81N7O8

8 unconnected molecules or ions with the total composition C29H81N7O8 at a distorted geometry (ωB97M-V/def2-TZVPD, the OMol25 dataset).

Structure (XYZ):
```
125
Properties=species:S:1:pos:R:3:mulliken_charge:R:1
C 9.68 14.81 -16.90 -0.84
O 10.68 15.68 -17.35 -0.21
C 11.89 15.59 -16.63 -1.22
C 12.91 16.64 -17.05 2.43
C 13.05 16.82 -18.58 -1.46
N 14.26 16.32 -16.58 -0.40
H 9.48 15.05 -15.84 0.34
H 9.96 13.76 -17.04 0.31
H 8.75 14.98 -17.43 0.24
H 11.68 15.63 -15.55 0.50
H 12.31 14.59 -16.82 0.37
H 12.62 17.62 -16.68 -1.50
H 12.11 16.83 -19.12 0.23
H 13.56 15.95 -19.01 0.52
H 13.68 17.70 -18.70 0.12
H 14.59 15.46 -17.01 0.34
H 14.24 16.05 -15.60 0.22
C 13.41 22.30 -20.30 -0.82
O 13.07 21.70 -19.07 -0.52
C 11.92 20.85 -19.03 -0.71
C 11.94 20.23 -17.63 2.36
C 10.73 19.36 -17.40 -1.62
N 11.94 21.35 -16.67 -0.22
H 14.40 22.74 -20.29 0.27
H 12.67 23.08 -20.50 0.06
H 13.43 21.53 -21.07 0.35
H 11.03 21.49 -19.07 -0.30
H 11.89 20.12 -19.83 0.49
H 12.84 19.63 -17.45 -0.29
H 10.69 19.09 -16.34 0.32
H 10.75 18.47 -18.03 0.26
H 9.79 19.87 -17.65 0.27
H 11.95 20.95 -15.73 -0.42
H 12.86 21.77 -16.75 0.09
C 19.36 23.54 -16.64 -0.74
O 17.95 23.63 -16.72 -0.36
C 17.34 22.36 -16.90 -0.58
C 15.89 22.59 -17.29 0.60
C 15.02 23.28 -16.23 -1.61
N 15.32 21.26 -17.57 1.23
H 19.84 22.87 -17.35 0.29
H 19.61 23.21 -15.62 0.30
H 19.77 24.54 -16.80 0.27
H 17.89 21.73 -17.61 0.35
H 17.38 21.80 -15.95 0.31
H 15.94 23.25 -18.18 0.24
H 14.02 23.45 -16.61 0.32
H 15.45 24.25 -15.99 0.48
H 15.02 22.63 -15.35 0.20
H 14.46 21.37 -18.14 -0.83
H 15.92 20.71 -18.19 0.41
C 10.98 24.87 -24.31 -0.95
O 10.12 24.23 -23.38 -0.30
C 10.01 24.94 -22.16 -1.09
C 9.14 24.11 -21.22 1.72
C 7.74 23.84 -21.73 -1.53
N 9.01 24.81 -19.91 -0.73
H 10.43 25.71 -24.74 0.31
H 11.31 24.13 -25.04 0.27
H 11.88 25.30 -23.86 0.37
H 10.99 25.05 -21.69 0.38
H 9.60 25.95 -22.32 0.34
H 9.70 23.18 -21.02 -0.56
H 7.16 23.28 -21.00 0.36
H 7.74 23.28 -22.67 0.33
H 7.25 24.77 -22.03 0.34
H 8.99 24.09 -19.19 0.26
H 9.87 25.31 -19.72 0.31
C 16.83 19.79 -20.42 -0.93
O 17.09 19.63 -19.05 -0.30
C 17.39 18.26 -18.74 -0.78
C 17.62 18.03 -17.26 0.41
C 17.84 16.56 -16.92 -1.53
N 16.42 18.43 -16.52 -0.47
H 16.65 20.86 -20.50 0.27
H 15.93 19.27 -20.77 0.30
H 17.64 19.51 -21.11 0.33
H 16.54 17.67 -19.12 0.26
H 18.24 17.96 -19.37 0.35
H 18.51 18.60 -16.98 0.33
H 18.08 16.40 -15.87 0.38
H 18.70 16.18 -17.49 0.42
H 16.99 15.91 -17.13 0.24
H 15.65 17.77 -16.68 0.26
H 16.10 19.37 -16.75 0.15
C 8.56 18.90 -21.26 -0.59
O 9.35 19.26 -22.38 -0.38
C 8.86 20.40 -23.06 0.03
C 9.60 20.65 -24.35 0.48
C 11.11 20.83 -24.14 -1.07
N 9.10 21.90 -24.96 -0.72
H 9.00 18.04 -20.76 0.21
H 7.53 18.72 -21.55 0.33
H 8.65 19.73 -20.54 0.19
H 7.77 20.34 -23.21 0.39
H 8.96 21.26 -22.37 -0.42
H 9.45 19.82 -25.05 0.32
H 11.64 21.11 -25.06 0.41
H 11.63 19.96 -23.73 0.32
H 11.22 21.70 -23.50 0.07
H 9.60 21.98 -25.84 0.33
H 9.43 22.68 -24.39 0.30
C 13.77 19.74 -14.23 -0.18
O 12.44 20.16 -14.05 -0.33
C 12.29 21.11 -13.00 -0.86
C 10.85 21.07 -12.48 0.59
C 9.78 21.08 -13.58 -0.88
N 10.61 22.27 -11.63 -0.86
H 13.76 18.90 -14.94 -0.31
H 14.24 19.33 -13.33 0.54
H 14.42 20.52 -14.63 -0.01
H 13.00 21.01 -12.18 0.45
H 12.44 22.09 -13.46 0.22
H 10.72 20.16 -11.90 0.34
H 10.02 20.41 -14.41 -0.05
H 9.77 22.05 -14.09 0.21
H 8.81 20.79 -13.20 0.45
H 9.62 22.20 -11.42 0.31
H 10.63 23.07 -12.26 0.30
C 8.45 23.02 -16.47 -0.79
O 9.32 22.71 -17.54 -0.47
H 8.87 23.70 -15.73 0.30
H 7.55 23.38 -16.97 0.32
H 8.12 22.13 -15.91 0.26
H 10.15 22.34 -17.16 0.29
```

As for the calculated total energy: -58193.6229 eV. The value obtained for the gap between HOMO and LUMO is 9.0758 eV. The HOMO energy is -8.5 eV. Its lowest unoccupied orbital energy is 0.54 eV. The energy relative to the best compared isomer or geometry (same formula, charge and spin) comes out at 0.031 eV. The SMILES is COC[C@H](C)N.COC[C@H](C)N.COC[C@H](C)N.COC[C@H](C)N.COC[C@H](C)N.COC[C@H](C)N.COC[C@H](C)N.CO. Its charge is 0.

Record 3
# C38H27F3I3N3OOsSb

A molecular structure, C38H27F3I3N3OOsSb (ωB97M-V/def2-TZVPD, the OMol25 dataset).

Structure (XYZ):
```
77
Properties=species:S:1:pos:R:3:mulliken_charge:R:1
Os -0.08 0.02 0.15 0.60
I -0.21 0.58 5.29 0.23
C 1.41 0.30 4.06 -0.61
C 2.69 0.22 4.57 -0.35
C 3.80 0.03 3.75 -0.05
I 5.64 -0.09 4.63 0.35
C 3.65 -0.05 2.31 0.29
C 4.68 -0.20 1.39 -0.55
C 4.36 -0.26 0.03 -1.22
C 3.05 -0.14 -0.37 0.13
N 2.03 0.04 0.49 0.25
C 2.34 0.05 1.80 0.65
C 1.22 0.16 2.65 0.23
O 0.06 0.15 2.09 -0.31
H 2.84 0.30 5.64 0.43
H 5.71 -0.28 1.71 0.31
H 5.13 -0.40 -0.71 0.46
H 2.80 -0.18 -1.42 0.36
C -4.62 -2.74 3.71 -0.63
C -3.43 -2.03 3.85 -0.64
C -2.84 -1.44 2.74 -0.09
C -3.44 -1.56 1.49 0.72
C -4.64 -2.26 1.36 -0.70
C -5.22 -2.85 2.47 -0.73
Sb -2.63 -0.60 -0.20 1.46
C -2.71 -2.04 -1.73 1.04
C -2.46 -1.66 -3.05 -0.74
C -2.45 -2.62 -4.05 -0.76
C -2.69 -3.96 -3.74 -0.78
C -2.94 -4.33 -2.43 -0.75
C -2.95 -3.37 -1.42 -0.72
C -4.17 0.77 -0.63 0.81
C -4.94 0.65 -1.77 -0.49
C -6.04 1.48 -1.95 -0.78
C -6.36 2.42 -0.99 -0.54
C -5.58 2.54 0.15 -0.85
C -4.48 1.71 0.34 -0.58
H -5.08 -3.20 4.58 0.43
H -2.97 -1.93 4.83 0.40
H -1.93 -0.88 2.87 -0.21
H -5.13 -2.33 0.39 0.54
H -6.15 -3.40 2.36 0.45
H -2.30 -0.62 -3.31 0.52
H -2.28 -2.33 -5.08 0.48
H -2.70 -4.70 -4.52 0.46
H -3.13 -5.37 -2.19 0.55
H -3.15 -3.68 -0.40 0.48
H -4.70 -0.10 -2.52 0.40
H -6.65 1.39 -2.83 0.44
H -7.22 3.05 -1.12 0.43
H -5.84 3.27 0.91 0.44
H -3.90 1.78 1.25 0.41
I 0.25 1.23 -2.40 0.16
C -0.29 2.69 -1.01 0.51
C -0.47 4.02 -1.26 -0.61
C -0.94 4.79 -0.19 -0.27
C -1.21 4.19 1.03 -0.93
C -0.99 2.83 1.17 -0.25
N -0.51 2.08 0.16 0.06
H -0.27 4.45 -2.23 0.54
H -1.10 5.85 -0.33 0.47
H -1.59 4.76 1.86 0.51
H -1.18 2.31 2.10 0.61
F -0.22 -6.95 0.37 -0.26
C 0.35 -6.31 -0.64 0.70
F -0.29 -6.63 -1.77 -0.22
F 1.62 -6.71 -0.75 -0.24
C 0.30 -4.81 -0.43 0.39
C 0.03 -4.27 0.81 -0.87
C -0.03 -2.90 0.95 -0.22
N 0.17 -2.07 -0.09 0.52
C 0.45 -2.60 -1.30 -0.31
C 0.52 -3.96 -1.51 -0.78
H -0.15 -4.90 1.67 0.60
H -0.27 -2.44 1.89 0.43
H 0.59 -1.91 -2.12 0.23
H 0.73 -4.34 -2.50 0.54
```

As for the calculated total energy: -87796.1011 eV. The value obtained for the gap between HOMO and LUMO (spin up / spin down) is 4.3511 / 4.3526 eV. The HOMO energy (spin up / spin down) is -16.0 / -16.0 eV. Its lowest unoccupied orbital energy (spin up / spin down) is -11.62 / -11.62 eV. Its charge is +3.

Record 4
# C3H2FNO

A single C3H2FNO molecule at a distorted geometry (ωB97M-V/def2-TZVPD, the OMol25 dataset).

Structure (XYZ):
```
8
Properties=species:S:1:pos:R:3:mulliken_charge:R:1
F 1.92 1.29 -0.04 -0.25
C 0.96 0.43 0.10 0.49
C -0.41 0.67 0.06 -0.32
C -0.95 -0.59 -0.06 -0.28
O 0.05 -1.51 -0.02 -0.08
N 1.21 -0.91 0.02 -0.29
H -0.82 1.67 0.11 0.34
H -1.96 -1.06 -0.16 0.39
```

As for the calculated total energy: -9396.1894 eV. The value obtained for the gap between HOMO and LUMO is 10.9864 eV. The HOMO energy is -10.1 eV. Its lowest unoccupied orbital energy is 0.93 eV. The energy relative to the best compared isomer or geometry (same formula, charge and spin) comes out at 1.319 eV. The SMILES is Fc1ccon1. Its charge is 0.